{"formula": "C6H15N", "method": "wB97M-V/def2-TZVPD", "elements": ["C", "C", "N", "C", "C", "C", "C", "H", "H", "H", "H", "H", "H", "H", "H", "H", "H", "H", "H", "H", "H", "H"], "positions_angstrom": [[1.654, -1.753, -1.565], [0.336, -1.933, -0.816], [-0.712, -0.941, -0.802], [0.662, 2.241, 0.926], [1.785, 1.268, 1.067], [-1.522, -0.425, 0.353], [-2.568, 0.717, -0.009], [1.635, -2.000, -2.653], [1.729, -0.680, -1.265], [2.556, -2.327, -1.188], [0.714, -2.211, 0.204], [-0.156, -2.788, -1.339], [-0.002, 2.661, 1.721], [0.352, 2.713, -0.013], [1.935, 0.785, 1.991], [0.486, 0.971, 0.878], [2.689, 1.810, 0.616], [-2.071, -1.241, 0.849], [-1.055, 0.118, 1.294], [-2.083, 1.693, 0.157], [-2.916, 0.675, -1.060], [-3.447, 0.645, 0.656]], "forces_ev_per_angstrom": [[0.6, 1.3, -0.2], [-1.3, -2.2, 1.8], [-0.1, 2.7, 0.9], [-1.2, -1.1, 1.7], [0.5, 4.5, -1.3], [0.7, -0.2, -0.8], [0.6, -0.7, -0.6], [-0.3, 0.9, 0.7], [1.2, -0.3, -1.2], [-1.4, 0.5, 0.2], [-0.8, -0.2, -0.4], [0.2, -0.2, 0.7], [0.9, -0.9, -0.2], [1.0, -0.5, 0.0], [0.0, -0.4, 1.0], [-0.8, 0.3, -1.0], [-0.9, -2.2, -0.4], [0.2, -0.1, 0.0], [0.6, -0.8, -1.0], [-0.3, -0.3, -0.2], [0.3, -0.1, 0.6], [0.4, 0.0, -0.2]], "nbo_charge": [-0.62, -0.25, -0.50, -0.51, -0.49, -0.26, -0.61, 0.21, 0.21, 0.21, 0.15, 0.19, 0.24, 0.24, 0.22, 0.37, 0.25, 0.20, 0.13, 0.19, 0.22, 0.21], "charge": 0, "mol_weight_g_mol": 101.193, "energy_ha": -292.002908, "e_homo_ev": -6.2, "relative_energy_kcal_mol": 229.7, "gap_ev": 4.328}